[1]
The following is a quantum chemistry calculation of C18H21ClN2O2S2 in the gas phase, from OMol25.

```
! RIJCOSX wB97M-V def2-TZVPD def2/J DEFGRID3
* xyz 0 1
C -3.171 -3.391 0.475
H -2.822 -4.414 0.352
H -3.432 -2.953 -0.484
H -4.028 -3.366 1.139
S -1.874 -2.397 1.254
C -0.572 -2.603 -0.019
C 0.600 -1.665 0.244
H 0.751 -1.568 1.322
H 1.510 -2.087 -0.188
C 0.359 -0.268 -0.355
N -0.890 0.281 0.107
C -1.925 0.515 -0.725
O -1.886 0.267 -1.915
C -3.113 1.113 -0.038
C -2.943 2.163 0.860
C -4.031 2.748 1.480
C -5.310 2.285 1.214
C -5.500 1.244 0.324
C -4.406 0.669 -0.304
Cl -4.676 -0.627 -1.405
H -6.490 0.875 0.109
H -6.163 2.736 1.698
H -3.882 3.565 2.170
H -1.948 2.535 1.056
H -0.946 0.500 1.090
C 1.483 0.665 0.105
O 1.385 1.256 1.167
N 2.560 0.782 -0.697
C 2.713 0.112 -1.968
H 3.695 0.354 -2.370
H 2.649 -0.973 -1.864
H 1.957 0.445 -2.682
C 3.682 1.592 -0.236
C 4.814 0.726 0.207
C 4.917 0.026 1.369
C 6.098 -0.746 1.448
C 6.874 -0.626 0.342
S 6.179 0.429 -0.823
H 7.817 -1.089 0.131
H 6.357 -1.357 2.293
H 4.172 0.070 2.143
H 3.996 2.263 -1.039
H 3.312 2.179 0.610
H 0.281 -0.328 -1.443
H -0.250 -3.644 0.023
H -1.025 -2.399 -0.990
*
```

Computed properties:
HOMO-LUMO gap: 8.87 eV
Relative energy (zero: lowest compared OMol25 entry of this formula, charge and spin): 0.194 eV
LUMO: 0.6 eV
HOMO energy: -8.260 eV
Structure (SMILES): CSCC[C@@H](NC(=O)c1ccccc1Cl)C(=O)N(C)Cc1cccs1

***

[2]
The following is a quantum chemistry calculation of a molecular structure, C18H21F4N3O3SSc, from OMol25.

```
! RIJCOSX wB97M-V def2-TZVPD def2/J DEFGRID3
* xyz 1 1
Sc -0.055 -0.210 -0.455
C -0.660 -1.068 1.928
C -2.091 -0.996 1.422
N -2.175 -0.040 0.268
C -3.333 -0.406 -0.591
C -3.541 0.501 -1.789
C -2.296 1.366 0.783
C -1.491 2.355 -0.056
N -0.171 1.756 -0.277
C 0.973 2.501 0.019
C 2.063 1.783 0.487
F 1.840 0.417 0.590
C 3.274 2.332 0.834
F 4.253 1.555 1.267
C 3.432 3.702 0.719
C 2.367 4.449 0.253
F 2.493 5.764 0.116
C 1.154 3.873 -0.105
F 0.178 4.643 -0.599
H -0.568 -1.616 2.865
H -0.217 -0.086 2.137
H 0.026 -1.665 1.301
H -2.782 -0.681 2.207
H -2.417 -1.976 1.073
H -4.232 -0.410 0.034
H -3.177 -1.438 -0.913
H -3.879 1.494 -1.498
H -4.312 0.073 -2.429
H -2.631 0.613 -2.383
H -1.891 1.375 1.795
H -3.351 1.643 0.845
H -1.415 3.290 0.498
H -1.979 2.587 -1.002
H 4.366 4.177 0.983
N -0.666 -1.316 -2.482
C 0.355 -2.134 -1.885
C 0.002 -3.172 -1.035
C 0.920 -3.596 -0.074
C 2.130 -2.936 0.080
C 2.530 -1.994 -0.861
C 1.638 -1.564 -1.838
S 2.969 -2.993 1.671
O 2.837 -4.352 2.118
O 4.287 -2.484 1.402
O 2.072 -2.041 2.342
H -0.398 -0.918 -3.378
H -1.550 -1.800 -2.597
H -0.985 -3.619 -1.092
H 0.667 -4.381 0.630
H 3.514 -1.551 -0.762
H 1.924 -0.808 -2.568
*
```

Computed properties:
HOMO-LUMO gap: 7.18 eV
Relative energy (zero: lowest compared OMol25 entry of this formula, charge and spin): 1.318 eV
LUMO: -4.2 eV
HOMO energy: -11.404 eV